# 1
330
Properties=species:S:1:pos:R:3 method="wB97M-V/def2-TZVPD" lumo_ev=0.446 spin_multiplicity=1 e_tot_ha=-5326.856803 gap_ev=8.768 total_charge=0
C -1.69 -0.36 -5.45
H 3.86 -5.23 -6.33
C 0.07 -1.34 7.83
C 2.63 -3.50 -5.82
H 8.53 -0.45 -1.81
H 4.76 1.53 -0.96
H -1.62 -8.54 -3.41
C -5.69 -3.64 6.63
C 6.48 -4.14 -5.74
C 3.49 3.29 -3.27
N 0.26 -5.24 4.04
C 1.88 7.00 -5.79
C -2.60 -5.92 -1.68
H -2.05 -1.83 1.95
H -2.44 -3.11 -5.38
H 7.15 -4.37 -4.91
H -3.65 0.55 1.74
H 2.74 -4.26 5.28
C -0.23 -1.92 -0.49
H -1.52 0.40 -4.69
C 3.82 -1.77 -4.42
H -0.39 -0.80 -2.96
H 2.43 -7.33 5.62
H -1.18 2.99 -1.22
H 3.87 -4.84 -3.61
C 4.22 -1.07 0.53
H 1.19 0.35 -1.39
C 0.45 8.27 2.40
H -0.93 -2.74 -0.30
C 1.88 -6.90 4.77
H 2.17 9.49 2.38
H 0.68 10.35 1.99
C -2.54 4.57 -2.89
H 0.41 -1.86 0.42
H 8.89 1.04 1.71
C -0.23 -5.35 -2.51
H -0.33 -1.43 2.16
H -7.47 -4.87 6.81
H 3.94 -1.08 -0.52
C 2.02 2.90 8.54
H 9.77 0.08 -0.62
H -5.05 5.58 -2.27
H 3.47 5.72 -2.06
H 4.62 -1.99 0.88
N -1.79 0.03 0.01
C -0.28 1.17 1.54
C -0.68 -0.51 -0.82
O 2.38 4.09 -5.97
H 2.23 -5.13 6.83
C 2.81 -2.03 -5.49
C 4.15 -0.32 -4.30
H -0.23 8.64 0.53
H -2.00 -3.47 -2.76
H -2.74 -2.44 5.14
C -5.85 4.38 -0.82
H -2.98 6.30 -0.80
C 2.76 -6.63 3.55
H 0.52 -6.29 7.23
C -0.50 -0.03 5.76
C -2.20 -5.28 -5.74
C -1.89 -4.01 -4.98
C -4.47 -3.69 5.71
O -4.90 -1.42 -7.07
H 1.23 2.25 -4.72
H -5.17 4.04 -3.58
H -2.82 0.56 -9.01
O 6.09 -0.42 -1.53
C -1.43 0.61 7.99
H -0.59 4.18 3.27
C 1.00 -5.68 5.22
H -0.56 5.55 4.36
H -1.10 0.68 -7.19
H 0.30 -4.87 -3.34
C -5.35 3.11 -1.62
C 5.27 0.03 0.59
H 2.74 -3.21 -3.22
N 1.17 7.26 3.10
H 3.23 -7.59 3.31
H 3.97 2.85 -4.15
H -2.06 -7.45 -7.11
H -6.72 -0.13 5.20
N -1.82 -6.66 -3.88
H -3.67 5.28 0.34
H -2.66 -1.59 0.23
H -0.78 -1.34 -8.70
C 2.05 3.92 -3.62
H -6.92 4.41 -1.19
H 0.41 -0.47 5.26
H -5.03 -0.74 -4.45
C 2.14 6.86 -3.36
C 7.58 1.72 -0.63
H -0.94 8.08 3.93
H -4.70 -5.03 8.10
H -5.44 6.54 -0.90
C -3.81 1.05 -6.17
H 5.15 -5.87 -4.17
H 0.90 -1.73 7.21
H 4.23 3.96 -2.75
C -1.67 -5.55 -2.89
H -1.47 -1.33 -4.98
C 5.72 0.05 2.05
H -0.74 -5.81 1.60
H -2.90 -3.65 -7.86
H -4.80 0.21 8.26
H -0.91 -2.37 -7.34
C 1.72 -3.57 2.71
H 4.06 -2.60 -2.33
H 1.10 2.03 -3.01
C 4.13 6.10 -4.86
H -1.93 -1.32 -2.38
C 1.06 2.81 -3.80
H 4.32 -3.71 -7.13
H -7.34 0.19 6.82
C -1.27 -1.40 -7.71
H 3.14 -1.40 -6.34
H 0.56 4.91 -2.52
C 4.94 -4.82 -3.94
H 6.81 2.00 2.29
H -4.18 1.63 -5.33
H 1.10 6.95 -3.45
H -3.59 -0.02 -3.73
H 9.00 -1.50 -0.29
H 1.99 -3.30 1.67
H -1.55 0.43 -2.56
H 4.71 0.01 -5.18
C 7.69 0.33 -0.04
C 1.85 -6.11 2.40
H 0.38 -4.72 0.73
H -2.79 2.05 1.60
C -1.74 3.72 -0.68
C -2.81 -1.48 -8.01
C -3.91 -0.73 -4.47
H 4.98 2.18 0.70
H 5.55 -4.50 -3.12
H -4.97 -1.31 4.61
H 7.00 -3.43 -6.40
C -5.35 -4.13 8.05
N 6.48 -0.43 -0.18
H 2.63 7.84 -3.36
H -0.11 3.15 5.83
C 5.10 -3.83 -5.16
H 1.66 1.60 0.69
H 7.03 1.85 -1.59
C 3.96 -4.15 -6.20
H 6.10 -1.37 -1.89
H 2.12 6.67 -6.80
H -1.42 -0.57 5.61
C -0.20 0.08 7.33
H 4.57 6.99 -5.22
C 2.42 6.01 -2.14
C 6.94 0.89 2.33
H 3.20 2.44 -2.65
H 3.02 2.67 8.13
H -2.91 1.38 -1.19
C -0.93 -0.32 -6.72
O -3.30 1.79 -1.95
H 8.63 2.12 -0.66
H -1.51 9.39 2.73
H 0.13 -0.23 -6.51
C 3.29 -2.27 -3.02
H -4.37 -0.33 -9.01
H 1.92 4.58 -6.69
H -0.13 1.49 -1.11
O 1.12 7.56 4.54
C -1.52 0.30 1.39
H -0.57 -6.97 5.91
C -2.72 1.06 2.05
H 4.35 5.33 -5.64
H 2.41 -5.92 1.49
C -1.47 -6.51 -5.28
H 1.43 -0.11 0.99
H -3.00 -0.68 -10.01
C -3.65 5.42 -0.71
H 1.83 3.90 3.45
C 8.80 -0.45 -0.71
H 2.02 7.76 4.73
H -3.25 -5.51 -5.69
H -4.37 -1.40 8.49
C 0.10 6.56 0.61
H -8.22 -2.18 6.97
H -1.51 -8.54 -5.80
H 2.64 -1.52 -2.58
H -3.39 -4.24 -3.49
H -6.01 -5.63 5.99
H -3.26 5.11 -3.53
C -2.10 -7.70 -6.09
H 2.03 5.75 0.99
N 0.95 0.92 7.76
H -2.67 2.39 8.01
H -3.91 -4.54 6.05
H 4.78 -0.12 -3.41
H -2.53 1.13 3.14
H 1.95 3.99 8.44
H 5.94 -0.96 2.37
H -0.37 2.52 9.41
H -7.02 -4.45 5.08
H -5.48 1.70 -0.03
C 1.96 4.99 3.56
C -1.66 2.10 7.75
O -2.97 -0.74 -0.07
H -1.12 4.60 -0.49
H -4.17 -2.85 -8.89
H -4.40 0.91 -7.00
H 4.83 0.31 2.67
N -3.47 -1.41 -6.74
H 1.86 -1.59 -5.16
H 0.06 3.19 -3.88
H -3.60 -1.76 -4.21
C -1.36 -0.99 2.21
H 1.47 8.26 0.53
C -2.23 -4.23 -3.50
N 5.09 -2.42 -4.84
H -5.65 0.93 -1.59
C 0.37 0.57 -0.74
C -1.19 -0.53 -2.27
H -5.84 4.18 0.26
C -3.23 -0.31 -5.74
H -0.81 -1.89 7.75
C 1.89 -4.63 5.88
H 3.41 -0.77 1.20
H -1.44 -0.76 3.30
C -4.47 -1.24 5.56
C -5.57 -1.10 6.66
H -0.78 -3.75 -5.10
H -2.19 -6.57 -0.91
C -0.16 -4.83 1.65
C -0.51 2.83 8.39
H -1.37 -4.18 4.39
H -0.02 -4.86 -1.52
C -3.04 4.16 -1.44
H 2.25 -4.06 -4.92
H 1.09 -6.94 2.15
H 6.39 -5.05 -6.40
H 3.51 -5.87 3.72
O -7.41 -2.24 7.54
H -3.48 -6.45 -2.09
H -2.00 3.23 0.25
H 0.36 -1.48 8.89
H -3.97 -0.25 5.57
C -3.60 -2.42 5.84
H -0.66 0.94 5.28
H 1.89 4.08 -1.53
H -0.61 2.22 1.19
H 2.24 6.41 -1.18
H 1.83 2.53 9.55
H 0.00 1.28 2.58
H 1.35 4.04 6.51
C -0.49 5.30 3.31
C 0.93 -4.92 2.76
C 1.13 9.63 2.61
H -1.51 2.25 6.64
C 8.01 0.42 1.48
C 0.98 5.58 1.34
O 6.09 -2.28 -3.78
H -1.70 7.67 2.30
H 1.90 -3.72 -6.58
C 0.88 5.84 2.87
C -5.93 1.85 -1.00
C -6.45 0.07 6.20
H -2.34 0.03 7.67
C 0.90 3.05 6.27
H 7.08 2.45 0.06
H 1.14 9.99 3.61
N -6.34 -2.32 6.54
H -0.48 3.92 8.38
H 0.75 4.54 1.13
H -0.80 -3.95 1.80
H 2.01 5.06 4.62
O -1.11 -7.75 -3.29
C 2.63 6.16 -4.74
H -4.81 -3.80 4.71
H 2.62 -3.62 3.32
C -5.09 5.62 -1.22
H 0.82 6.84 -5.75
H 8.22 -0.67 1.69
C -5.77 3.27 -3.09
H 0.30 -6.29 -2.44
H 1.18 -3.82 6.04
O 2.11 0.57 6.90
H 2.76 0.31 7.57
H -2.17 3.66 -3.43
C -3.27 -0.41 -9.03
H 7.19 0.77 3.42
C 1.66 4.69 -2.39
H -7.04 1.82 -0.85
H -1.73 5.28 -2.76
C 0.01 -6.43 -5.50
H 3.28 0.34 -4.31
H -1.32 5.72 2.77
C -1.03 8.36 2.84
H -3.10 -7.89 -5.76
H -2.85 -4.93 -1.16
H -5.80 0.92 6.17
H 4.61 5.79 -3.93
N 2.00 4.85 -4.77
C 4.61 1.33 0.11
C 0.87 0.80 0.65
H 2.15 8.07 -5.74
C -3.12 -2.85 -8.60
H -6.00 -0.98 8.81
H 1.09 -2.79 3.11
H 2.87 5.33 3.14
O -0.43 -3.99 4.39
H 1.52 2.40 5.67
C 0.48 7.96 0.93
H 0.30 -2.26 -1.36
H 6.61 -1.56 -4.12
H -5.74 2.29 -3.61
H 3.57 1.26 0.41
H -3.00 1.72 -6.58
C -6.68 -4.78 6.07
C -0.01 -6.12 6.28
H -1.18 0.46 9.09
N -3.89 2.96 -1.30
H 0.28 -6.74 -6.47
H -5.24 -2.16 -6.58
H 0.44 -6.99 -4.69
H -0.74 -5.35 6.57
H 0.04 6.38 -0.46
C -5.15 -0.78 8.12
H -3.20 -2.29 6.86
H -2.53 -2.99 -9.56
C 0.83 2.37 7.71
H -6.84 3.50 -3.12
H -6.33 -4.34 8.49
H -0.96 6.33 0.91
H -2.07 -5.14 -6.84
H 0.32 -5.40 -5.29
H 1.19 -7.72 4.42
H -4.82 -3.32 8.54

# 2
13
Properties=species:S:1:pos:R:3 method="wB97M-V/def2-TZVPD" lumo_ev=0.381 spin_multiplicity=1 e_tot_ha=-525.625945 gap_ev=9.595 total_charge=0
H -1.48 -1.46 -0.88
H 1.74 2.67 -1.03
N 1.45 2.30 -0.13
N -0.13 -0.38 0.36
H -0.72 -2.37 0.50
H -0.51 1.59 0.83
C -0.91 0.64 0.35
C -0.55 -1.58 -0.19
I 3.30 -0.31 -0.33
H 0.33 -1.87 -0.88
C 1.87 1.32 0.42
H 1.49 0.97 1.39
H -1.97 0.58 0.02

# 3
119
Properties=species:S:1:pos:R:3 method="wB97M-V/def2-TZVPD" s_squared=2.24 lumo_ev="-4.239 / -5.358" spin_multiplicity=3 e_tot_ha=-4253.119842 gap_ev="5.288 / 3.953" total_charge=+1
H 13.47 -18.12 11.57
H 6.03 -14.53 8.59
H 1.20 -14.65 13.56
H 8.40 -11.07 17.09
H 8.57 -18.61 14.31
C 7.63 -11.59 10.70
C 0.47 -18.98 9.43
C 7.51 -14.31 16.22
H 12.28 -14.59 16.93
H 8.11 -18.41 10.18
C 2.48 -18.74 15.38
H 3.55 -17.52 12.80
O 2.09 -17.49 11.50
H 12.87 -16.61 9.61
C 11.85 -15.94 13.80
C 5.16 -18.80 8.63
H 8.01 -10.75 11.27
C 11.57 -16.26 11.28
C 1.96 -16.25 14.87
C 1.16 -15.74 13.64
C 9.23 -15.91 10.68
C 6.27 -14.37 16.91
H 7.43 -10.46 8.83
O 2.23 -19.70 16.11
C 7.07 -13.96 10.39
C 13.02 -17.82 12.56
C 5.12 -16.90 10.20
C 4.49 -17.85 9.37
C -0.55 -18.86 15.62
C 2.57 -20.30 11.04
C 7.37 -17.30 15.68
O 9.86 -16.77 12.81
H 12.20 -18.52 12.73
H 2.46 -20.93 11.94
H 0.66 -19.31 13.28
Te 4.40 -14.14 13.14
C 6.94 -19.93 16.84
H 4.24 -20.61 15.70
C 6.66 -12.42 8.60
N 1.61 -17.66 15.18
C 4.25 -17.99 13.55
C 3.79 -18.84 14.59
H 4.56 -16.08 10.64
C 4.60 -19.89 14.93
H 7.24 -16.60 17.74
H 8.83 -15.89 8.53
H 4.62 -19.31 7.85
H -1.15 -18.65 14.68
C 6.66 -12.12 17.79
H 7.99 -20.62 15.00
H -0.78 -18.43 12.45
C 9.69 -15.72 14.97
C 7.03 -18.78 17.58
H 6.19 -12.11 7.66
C 6.51 -18.76 13.67
H 1.82 -15.64 15.78
C 5.94 -20.06 14.40
C 7.52 -12.90 11.19
H 3.02 -16.13 14.65
C 12.57 -16.32 12.46
C 6.53 -18.93 8.85
H 0.07 -15.94 13.72
C 9.53 -16.10 9.35
C 7.24 -17.45 17.05
I 3.48 -13.41 10.57
C 10.41 -15.35 16.12
C 7.10 -18.11 9.79
C 11.86 -16.41 9.92
C 8.31 -13.14 16.39
H 13.42 -14.35 12.15
H -1.17 -19.12 16.47
N 5.55 -17.77 13.42
H 13.73 -18.03 13.36
H 6.54 -20.86 17.30
C 7.28 -11.41 9.34
H 3.41 -17.91 9.43
H 0.07 -19.76 15.50
H -0.32 -18.16 9.34
H 2.44 -21.01 10.16
H 9.18 -13.06 15.73
H 3.58 -19.93 11.06
C 10.21 -16.25 11.59
H 13.58 -14.97 14.71
H 7.07 -19.06 12.78
H 6.90 -18.82 18.64
C 13.77 -15.36 12.18
C 7.17 -19.98 15.39
H -0.09 -16.79 15.98
C 10.83 -16.41 8.95
H 14.34 -15.66 11.28
H 9.93 -15.06 17.06
C 7.62 -18.55 14.84
H 1.17 -18.88 8.59
Mo 6.25 -15.92 13.22
C 6.48 -16.94 10.28
H -0.59 -20.19 12.18
C 11.80 -15.04 16.05
H 0.73 -17.88 17.06
H 7.13 -19.63 8.27
I 3.09 -12.09 7.76
H 14.51 -15.42 12.96
C 5.91 -13.29 17.72
C 7.87 -12.04 17.12
C 0.39 -17.74 16.02
H 1.52 -16.25 12.64
H 11.07 -16.33 7.89
H 7.91 -13.11 12.21
H 4.91 -13.27 18.11
C -0.05 -19.25 12.38
C 10.47 -16.14 13.89
H -0.03 -19.96 9.25
H 5.57 -15.19 16.78
H 6.15 -20.88 13.69
C 12.54 -15.33 14.89
H 6.32 -11.27 18.39
C 6.59 -13.72 9.10
P 7.40 -15.62 11.12
P 7.81 -15.69 15.03
Si 1.30 -18.86 11.09

# 4
16
Properties=species:S:1:pos:R:3 method="wB97M-V/def2-TZVPD" lumo_ev=0.505 spin_multiplicity=1 e_tot_ha=-413.310283 gap_ev=9.099 total_charge=0
N -0.03 0.46 -2.22
H -0.72 1.67 -0.72
H 0.56 -0.98 1.95
N 0.48 -0.28 0.86
H 0.84 2.17 -1.34
H 0.82 0.04 -2.59
H -0.68 -0.27 -1.93
H -1.46 -1.98 2.53
C 0.25 1.30 -1.07
N -1.79 -0.59 0.09
C -0.87 -0.86 0.94
H 2.69 0.37 0.84
C 0.96 0.60 0.07
H -2.67 -1.00 0.37
N -0.67 -1.52 2.09
O 2.28 0.87 0.13